(1)
C40H51BeN3P2 | the ωB97M-V functional and the def2-TZVPD basis

The geometry in XYZ format:
```
97
Properties=species:S:1:pos:R:3
P -1.39 -3.45 -0.80
P -0.85 -0.10 -0.07
N 2.19 0.19 1.69
N 0.83 2.52 1.26
N 4.64 3.63 -1.65
C -1.87 0.90 -1.24
C 1.89 0.07 -2.09
C 4.46 2.43 -0.71
C -3.65 2.47 -1.71
C -4.96 -2.37 -2.54
C -2.02 -0.47 1.31
C 5.56 3.41 -2.80
C -5.76 -3.45 -2.22
C -3.31 2.49 -3.05
C -3.95 -4.43 -0.98
C -0.42 3.19 0.88
C 0.65 1.90 2.59
C 2.65 -0.65 -3.01
C 3.33 4.14 -2.13
C 0.15 -4.30 2.84
C -5.25 -4.49 -1.45
C -1.32 -3.75 1.01
C -1.54 0.93 -2.59
C 3.78 1.24 -1.34
C -0.95 -4.46 3.68
C -3.36 -0.72 1.00
C -4.30 -0.95 1.99
C 4.02 -0.53 -2.99
C 2.40 0.99 -1.16
C 1.83 0.99 2.89
C -1.65 -0.52 2.66
C 1.74 -1.22 1.79
C -2.22 -4.27 3.18
C -3.92 -0.96 3.32
C -3.65 -2.31 -2.08
C 1.88 3.56 1.31
C -2.41 -3.92 1.85
C 4.58 0.43 -2.16
C 3.67 0.13 1.61
C -0.63 -1.74 -0.97
C -2.59 -0.77 3.65
C -2.24 1.72 -3.49
C -3.14 -3.32 -1.26
C -0.04 -3.96 1.51
C -2.93 1.70 -0.81
Be 1.30 1.05 0.30
H -0.39 3.48 -0.17
H -4.49 3.06 -1.35
H -0.81 -4.76 4.71
H 2.05 -1.66 2.74
H 2.80 3.33 -2.62
H 1.99 4.00 0.32
H 2.16 -1.34 -3.69
H -2.27 -0.81 4.68
H -0.59 4.08 1.49
H 5.65 0.55 -2.14
H -3.88 3.08 -3.75
H 0.55 2.66 3.38
H 0.42 -1.97 -0.84
H -0.63 -0.38 2.97
H 5.07 4.35 -1.08
H -3.03 -1.47 -2.36
H -3.08 -4.40 3.82
H -0.73 0.32 -2.99
H -0.27 1.33 2.56
H -5.86 -5.35 -1.22
H -1.26 2.52 1.02
H 3.49 4.96 -2.82
H -3.42 -3.79 1.46
H 2.19 -1.79 0.98
H 2.69 1.61 3.17
H 1.15 -4.48 3.22
H 5.13 2.66 -3.46
H 2.84 3.13 1.62
H -1.97 1.73 -4.53
H -6.78 -3.50 -2.58
H -3.69 -0.73 -0.03
H 0.82 -3.89 0.85
H 1.61 0.35 3.75
H -3.54 -5.25 -0.40
H 5.46 2.17 -0.34
H 6.53 3.08 -2.45
H -5.34 -1.58 -3.16
H 4.09 1.13 1.57
H 0.83 -0.07 -2.11
H 0.67 -1.32 1.69
H 3.97 -0.41 0.71
H 4.08 -0.38 2.48
H -3.24 1.70 0.23
H 1.61 4.34 2.02
H -5.33 -1.12 1.71
H -4.65 -1.13 4.10
H -0.76 -1.52 -2.03
H 2.74 4.49 -1.29
H 3.87 2.81 0.12
H 5.67 4.34 -3.34
H 4.65 -1.13 -3.63
```

Its charge is +2. The value obtained for the HOMO energy is -11.9 eV. For the LUMO energy, the calculation gives -0.176 Ha. Its total energy is -65744.84339 eV. The value obtained for the orbital gap is 7.1 eV.

How positive or negative is each atom? The natural (NBO) charges in e answer that: 0.898, 0.740, -0.613, -0.609, -0.337, -0.367, -0.244, -0.256, -0.217, -0.191, -0.395, -0.425, -0.198, -0.184, -0.146, -0.423, -0.257, -0.187, -0.420, -0.219, -0.212, -0.262, -0.220, -0.014, -0.204, -0.200, -0.191, -0.206, -0.687, -0.251, -0.153, -0.440, -0.188, -0.175, -0.237, -0.419, -0.242, -0.250, -0.411, -1.052, -0.211, -0.190, -0.379, -0.249, -0.160, 1.583, 0.227, 0.233, 0.228, 0.216, 0.251, 0.207, 0.232, 0.228, 0.211, 0.214, 0.235, 0.224, 0.254, 0.187, 0.429, 0.205, 0.225, 0.209, 0.239, 0.230, 0.225, 0.241, 0.230, 0.227, 0.216, 0.220, 0.246, 0.197, 0.230, 0.229, 0.241, 0.205, 0.234, 0.214, 0.229, 0.237, 0.222, 0.190, 0.195, 0.231, 0.231, 0.215, 0.216, 0.220, 0.236, 0.235, 0.260, 0.215, 0.217, 0.240, 0.239

---

(2)
C40H52BCl2N2O16P3S | the ωB97M-V functional and the def2-TZVPD basis

The geometry in XYZ format:
```
117
Properties=species:S:1:pos:R:3
Cl 8.30 2.52 0.22
Cl 6.34 5.31 -0.38
S 3.44 -1.04 -1.11
P 3.22 -6.43 -2.36
P -3.04 5.81 0.22
P -1.20 2.44 5.16
O -1.73 3.02 3.62
O -2.47 6.56 1.43
O 3.66 -7.75 -1.49
O -2.40 1.31 5.12
O -5.34 -0.37 -0.04
O -4.37 6.92 0.21
O 0.17 3.38 -4.63
O -2.06 -2.74 2.78
O -0.68 1.87 6.71
O 4.43 -5.88 -3.14
O 3.60 -5.43 -1.00
O -1.71 3.72 5.85
O -2.47 6.47 -1.18
O 2.84 -7.42 -3.72
O -1.71 4.71 0.22
O -1.68 -4.28 0.82
N 7.69 -2.40 1.75
N 1.76 1.88 -1.53
C -5.30 6.70 1.26
C 7.09 -1.60 -1.42
C 2.29 -6.71 -4.82
C 1.04 0.74 -0.83
C -0.71 -1.67 0.67
C 3.91 3.47 -1.00
C 4.95 -5.10 -0.73
C -5.47 -5.28 -2.52
C -2.86 3.87 3.54
C 5.51 3.63 -0.57
C -5.73 -2.69 -1.20
C 4.51 -8.72 -2.06
C 5.83 0.83 -0.43
C 7.01 -1.12 1.35
C -2.98 0.16 0.99
C -5.29 -1.83 0.13
C 7.83 -3.03 -1.00
C 6.50 2.32 -0.26
C 4.23 0.69 -0.88
C -3.23 1.11 6.25
C -6.97 -3.21 -3.72
C -0.44 5.15 0.67
C -6.66 -2.17 -2.45
C 2.95 4.80 -1.31
C -3.31 -0.37 -1.70
C -6.37 -4.76 -3.79
C 1.65 -0.75 -0.55
C 2.22 5.81 -2.01
C 8.05 -3.30 0.60
C 0.85 -1.99 0.17
C -5.17 -4.26 -1.27
C -0.52 1.01 -0.29
C 3.22 1.96 -1.15
C 0.47 2.51 7.21
C 0.38 2.99 -3.36
C -2.37 7.87 -1.32
C 1.54 1.83 -3.03
C 6.63 -0.61 -0.16
C -1.43 -0.17 0.47
C -4.01 0.20 -0.30
B -1.48 -2.94 1.42
H -3.30 8.26 -1.73
H -6.26 7.15 0.97
H 0.95 1.86 7.95
H -0.25 3.37 -2.43
H 1.74 -7.42 -5.44
H -6.09 -2.10 0.97
H 1.41 6.59 -2.37
H -6.58 -5.49 -4.70
H 1.04 0.77 -3.25
H -4.27 -2.26 0.50
H -0.42 5.16 1.77
H -3.39 2.04 6.80
H 0.19 3.45 7.69
H -2.15 8.36 -0.37
H -1.56 8.10 -2.02
H 1.61 -5.93 -4.47
H 2.52 2.00 -3.66
H -5.01 -6.35 -2.51
H -1.26 -2.54 3.37
H 8.56 -4.34 0.88
H -2.57 4.89 3.81
H -1.00 -4.94 1.18
H 5.28 -4.29 -1.40
H -2.89 1.20 1.55
H -4.95 7.19 2.17
H -1.01 2.07 -0.47
H 6.87 -1.27 -2.52
H -4.20 0.74 5.90
H -4.50 -4.65 -0.36
H 1.18 2.71 6.40
H -3.67 3.51 4.18
H 5.23 -8.28 -2.76
H -2.78 0.36 6.91
H -2.91 -1.46 -1.59
H 5.07 -9.21 -1.25
H 3.10 -6.27 -5.41
H -4.20 -0.38 -2.50
H 5.02 -4.74 0.30
H -2.51 0.39 -2.15
H 6.70 -0.39 2.24
H -7.61 -2.88 -4.67
H -4.19 1.37 -0.51
H 1.35 -3.07 0.31
H 3.91 -9.48 -2.57
H 5.61 -5.97 -0.84
H -7.09 -1.08 -2.45
H 0.31 4.44 0.32
H -3.35 -0.61 1.80
H 8.15 -3.73 -1.88
H -5.44 5.63 1.44
H -3.21 3.87 2.50
H -0.20 6.14 0.27
```

The value obtained for the HOMO energy is -8.3 eV. For the LUMO energy, the calculation gives -0.116 Ha. Its total energy is -142439.90942 eV. The SMILES is C#Cc1c(Cl)c(Cl)c(-c2cccnc2)c2c1N(CC=O)c1cc(C[C@@H](C)OCc3ccccc3)c(B(O)O)cc1S2.COP(=O)(OC)OC.COP(=O)(OC)OC.COP(=O)(OC)OC. The value obtained for the orbital gap is 5.1 eV.

Atomic partial charges in e from the Löwdin method, atoms 1 to 99: 0.508, 0.483, 0.822, 0.790, 0.780, 0.793, -0.326, -0.267, -0.278, -0.283, -0.180, -0.264, -0.092, 0.013, -0.270, -0.274, -0.329, -0.266, -0.279, -0.268, -0.344, 0.021, -0.018, -0.145, -0.142, 0.014, -0.146, -0.142, 0.006, -0.079, -0.154, -0.082, -0.148, -0.453, -0.112, -0.125, -0.131, -0.060, -0.085, -0.183, -0.041, -0.477, -0.300, -0.125, -0.065, -0.135, -0.023, -0.056, -0.067, -0.084, -0.371, 0.080, -0.111, 0.000, -0.022, 0.073, -0.111, -0.147, -0.102, -0.123, -0.111, -0.145, -0.066, -0.316, -0.451, 0.087, 0.087, 0.086, 0.128, 0.087, 0.152, 0.071, 0.085, 0.149, 0.117, 0.085, 0.089, 0.086, 0.090, 0.088, 0.079, 0.155, 0.077, 0.121, 0.108, 0.087, 0.123, 0.061, 0.118, 0.087, 0.095, 0.101, 0.092, 0.092, 0.079, 0.089, 0.088, 0.086, 0.091

---

Question: Which formula does entry 1 have?
Answer: C40H51BeN3P2

---

Question: The lowest total energy belongs to which entry?
Answer: C40H52BCl2N2O16P3S

---

Question: Which of these has the highest orbital gap?
Answer: C40H51BeN3P2